(1)
16
Properties=species:S:1:pos:R:3:forces:R:3 method="wB97M-V/def2-TZVPD" largest_force_ev_per_a=1.1 smiles="C=CCC.C#C" homo_ev=-9.03 e_above_lowest_ev=3.396 lumo_energy_ev=1.19
C -0.688 -0.361 -1.618 -0.233 0.589 -0.464
C -0.119 0.755 -1.176 -0.292 0.019 -0.337
C -0.431 1.390 0.153 -0.048 0.019 -0.139
C 0.807 0.994 0.982 0.210 0.179 -0.021
H -1.630 -0.708 -1.207 0.185 -0.013 0.104
H -0.243 -0.961 -2.408 -0.203 0.296 -0.162
H 0.766 1.138 -1.685 0.014 -0.122 0.148
H -1.361 0.978 0.565 0.255 0.000 -0.075
H -0.544 2.480 0.103 0.003 -0.193 -0.050
H 1.214 0.116 0.468 0.159 0.090 0.648
H 0.620 0.777 2.041 -0.025 0.117 -0.316
H 1.579 1.760 0.915 -0.042 0.155 0.075
C 0.247 -1.837 1.209 -0.343 -0.840 -0.414
C -0.230 -2.214 0.176 0.186 -0.641 0.821
H 0.682 -1.611 2.140 0.151 0.264 0.302
H -0.670 -2.698 -0.658 0.022 0.081 -0.120

(2)
132
Properties=species:S:1:pos:R:3:forces:R:3 method="wB97M-V/def2-TZVPD" largest_force_ev_per_a=3.2 charge=+1 homo_ev="-9.94 / -9.94" e_above_lowest_ev=1.788 lumo_energy_ev="-2.52 / -6.58" multiplicity=2
C 4.828 0.040 -5.001 1.417 1.574 -0.357
C 4.133 -1.251 -4.946 -1.497 -0.804 0.428
C 2.921 -1.266 -5.945 1.342 0.518 -0.792
O 5.048 -2.333 -5.183 -0.751 0.378 -0.695
H 5.575 0.119 -4.212 -0.184 0.078 0.254
H 4.166 0.906 -4.982 -0.230 -0.115 0.423
H 5.416 0.210 -5.903 -0.104 -0.460 -0.380
H 3.846 -1.408 -3.907 -0.720 0.139 0.167
H 3.416 -1.021 -6.885 0.153 -0.339 -0.447
H 2.226 -0.426 -5.931 -0.112 -0.049 0.970
H 2.370 -2.185 -6.141 0.117 -0.196 0.580
H 4.447 -2.962 -5.588 0.522 -0.686 -0.117
C -5.814 -2.098 -5.273 0.342 -0.292 -0.140
C -4.708 -1.312 -4.542 -0.927 0.710 -1.286
C -4.704 0.217 -4.781 -1.058 -0.550 0.595
O -4.900 -1.520 -3.157 0.690 0.350 0.669
H -5.779 -2.045 -6.361 0.090 0.387 -0.025
H -6.830 -1.895 -4.934 0.128 0.395 0.089
H -5.638 -3.153 -5.065 -0.014 -0.209 0.134
H -3.757 -1.652 -4.951 0.330 -0.487 0.469
H -3.777 0.690 -4.455 0.007 -0.134 -0.385
H -5.497 0.635 -4.160 -0.077 0.087 0.164
H -5.004 0.480 -5.795 0.507 -0.121 -0.125
H -4.807 -2.447 -2.925 -0.019 -0.145 -0.247
C 3.649 3.675 4.383 0.730 0.707 0.532
C 2.929 4.064 3.121 0.909 1.129 -0.276
C 3.812 4.717 2.030 -0.094 0.592 1.077
O 2.289 2.961 2.544 -0.725 -0.575 -0.608
H 3.579 2.612 4.612 -0.043 0.160 0.103
H 3.267 4.331 5.166 -0.295 -0.613 0.447
H 4.691 3.994 4.371 0.263 -0.472 -0.327
H 2.189 4.790 3.456 -0.348 0.133 -0.533
H 4.163 5.653 2.465 0.183 0.147 -0.176
H 3.226 4.995 1.154 -0.148 -0.065 -0.092
H 4.691 4.156 1.716 -0.164 -0.336 0.177
H 2.255 3.255 1.631 -0.490 -0.673 -0.443
C -0.600 4.264 -4.639 0.139 1.407 -1.100
C 0.675 4.773 -5.336 1.721 -1.996 -0.348
C 1.639 3.588 -5.531 0.038 -0.784 1.341
O 0.602 5.276 -6.666 -1.197 0.802 0.605
H -0.959 3.357 -5.125 -0.061 -0.029 0.282
H -1.320 5.068 -4.797 -0.481 -0.158 0.200
H -0.435 4.182 -3.565 0.033 -0.351 -0.081
H 1.131 5.539 -4.709 0.109 0.053 0.133
H 2.153 3.365 -4.596 0.389 0.222 0.114
H 2.367 3.648 -6.340 -0.166 0.488 0.111
H 1.079 2.662 -5.657 -0.277 0.006 -0.482
H 0.433 6.207 -6.507 -0.230 0.294 -0.762
C 3.248 -1.084 4.477 -0.596 -0.730 0.960
C 2.227 -0.503 3.497 1.079 0.385 0.710
C 1.144 0.207 4.292 -0.575 -0.022 -0.442
O 2.957 0.322 2.624 -0.333 -0.398 -0.478
H 3.645 -2.034 4.119 0.183 0.064 0.056
H 2.707 -1.252 5.408 -0.022 -0.614 0.193
H 4.068 -0.453 4.820 -0.041 0.378 -0.744
H 1.785 -1.350 2.972 -0.152 -0.010 -0.434
H 0.335 0.664 3.722 0.340 0.388 -0.639
H 1.598 0.974 4.921 -0.209 -0.136 0.295
H 0.565 -0.541 4.833 0.407 -0.049 0.702
H 2.585 1.207 2.641 -0.012 0.594 -0.148
C -2.105 3.236 2.893 1.092 0.461 0.520
C -1.076 4.370 2.634 -1.964 0.030 0.708
C -1.806 5.597 2.072 0.450 0.505 -0.515
O -0.513 4.717 3.886 0.378 0.129 0.030
H -1.584 2.468 3.465 0.427 -0.820 -0.694
H -2.527 2.888 1.950 -0.280 -0.127 0.494
H -2.792 3.508 3.694 -0.712 0.656 -0.680
H -0.333 3.975 1.942 0.323 0.269 -0.086
H -2.837 5.720 2.405 -0.122 -0.620 -0.120
H -1.730 5.584 0.985 -0.483 -0.165 -0.119
H -1.398 6.575 2.328 0.734 -0.260 0.337
H -0.506 3.912 4.409 0.244 0.022 0.224
C 2.177 0.503 -0.745 2.273 -0.547 0.791
C 1.043 0.322 -1.637 -2.978 -0.175 1.109
C 0.819 -1.175 -1.837 2.097 -0.348 -0.694
C -0.544 -1.570 -2.274 0.017 1.410 -1.568
C -1.529 -1.017 -1.307 -1.012 -1.376 1.595
C -1.528 0.474 -1.023 1.396 1.612 -1.263
N -0.125 0.867 -0.809 0.603 -2.738 -0.302
O 0.068 2.164 -0.375 -0.434 0.873 -0.065
C -2.100 1.252 -2.220 -0.066 0.115 -0.041
C -2.370 0.844 0.202 -1.166 -0.494 -0.595
C 1.280 1.002 -2.934 -1.026 1.752 -0.858
H 2.370 1.520 -0.403 -0.263 -0.111 -0.011
H 3.076 0.190 -1.276 0.299 -0.050 0.016
H 2.048 -0.202 0.076 0.231 0.485 0.410
H 1.590 -1.405 -2.571 -0.194 -0.169 -0.802
H 1.284 -1.772 -1.052 -0.821 0.035 0.947
H -0.641 -2.596 -2.629 -0.172 -0.253 0.779
H -0.778 -1.016 -3.182 0.321 0.104 -0.556
H -1.298 -1.498 -0.356 -0.218 -0.074 0.474
H -2.529 -1.336 -1.601 -0.281 0.199 0.099
H -1.457 1.248 -3.100 0.123 -0.268 0.107
H -3.061 0.847 -2.537 -0.193 0.278 0.248
H -2.160 2.296 -1.910 -0.335 0.050 -0.200
H -2.842 1.825 0.157 0.571 0.272 -0.242
H -3.246 0.212 0.052 -0.246 -0.347 0.610
H -1.969 0.730 1.210 0.360 -0.406 -0.211
H 0.492 0.964 -3.685 -0.060 -1.001 -0.115
H 2.238 0.749 -3.389 -0.009 0.242 0.123
H 1.142 2.058 -2.700 1.017 0.456 -0.046
H 0.037 2.033 0.576 0.200 0.437 0.313
C -0.386 -4.041 5.808 0.058 0.422 -0.714
C -0.345 -5.024 4.581 -1.598 -1.375 1.284
C -1.683 -5.903 4.706 -0.163 1.095 -0.343
C -3.015 -5.147 4.367 1.662 0.023 -0.275
C -2.831 -4.668 2.920 0.828 -0.266 0.281
C -1.513 -3.832 2.600 -2.917 0.147 -0.225
N -0.355 -4.314 3.283 1.681 0.753 1.738
O 0.866 -3.637 3.036 -2.216 -1.565 0.698
C -1.312 -3.941 1.094 2.075 1.991 -0.407
C -1.764 -2.305 2.988 0.586 -0.400 0.503
C 0.882 -5.955 4.646 -0.437 0.539 -0.378
H -1.332 -4.115 6.343 -0.148 0.177 -0.418
H -0.260 -3.043 5.387 0.114 0.225 0.653
H 0.353 -4.252 6.581 0.417 -0.033 -0.519
H -1.534 -6.774 4.068 -0.344 -0.125 0.010
H -1.858 -6.215 5.735 0.911 -0.231 0.046
H -3.194 -4.350 5.088 0.188 0.250 -0.094
H -3.818 -5.857 4.563 -0.151 0.043 -0.660
H -3.624 -4.064 2.479 -0.126 -0.173 0.174
H -2.704 -5.579 2.335 -0.340 -0.009 -0.254
H -0.467 -3.270 0.939 0.551 0.244 -0.313
H -0.934 -4.851 0.627 -0.894 -0.458 0.377
H -2.001 -3.334 0.508 -0.724 -0.812 0.170
H -0.855 -1.722 2.836 -0.093 0.068 -0.476
H -2.627 -1.896 2.463 0.269 -0.230 -0.449
H -1.998 -2.144 4.040 -0.038 -0.555 0.184
H 1.779 -5.347 4.531 0.125 -0.307 0.361
H 0.852 -6.702 3.853 -0.015 0.014 -0.065
H 0.823 -6.480 5.599 0.279 0.154 -0.028
H 1.032 -3.914 2.132 0.518 0.380 -0.884

(3)
15
Properties=species:S:1:pos:R:3:forces:R:3 method="wB97M-V/def2-TZVPD" largest_force_ev_per_a=7.4 homo_ev="-4.57 / -9.85" e_above_lowest_ev=4.919 lumo_energy_ev="0.46 / -0.84" multiplicity=3
C -0.071 0.585 -1.342 -0.115 -4.842 -5.544
C -0.261 0.408 0.679 2.270 0.488 1.253
C -0.207 1.515 -0.340 -0.183 2.571 4.860
N -0.148 -0.528 -0.463 -1.395 1.666 -1.509
O -1.269 0.199 1.606 -0.095 0.346 0.048
O -0.517 2.833 -0.185 0.792 0.042 -1.416
P -0.902 -2.113 -0.592 0.406 0.820 0.895
I 3.450 -1.134 -0.230 0.393 0.624 -0.539
H 0.287 0.437 -2.366 0.125 0.576 0.554
H 2.819 -2.223 0.699 -0.369 -0.628 0.545
H 0.769 0.337 1.156 -1.350 -0.113 0.666
H -2.072 0.696 1.381 0.353 -0.121 -0.170
H 0.097 3.310 -0.803 -1.050 -0.318 0.814
H -1.986 -1.886 0.360 0.549 -0.149 -0.563
H 0.012 -2.434 0.441 -0.331 -0.963 0.106

(4)
12
Properties=species:S:1:pos:R:3:forces:R:3 method="wB97M-V/def2-TZVPD" largest_force_ev_per_a=3.6 smiles="C=C=C=O.[SiH3]S" homo_ev=-8.96 e_above_lowest_ev=2.209 lumo_energy_ev=-0.48
C -0.733 0.177 -3.161 0.883 -1.033 0.151
C -1.581 0.626 -2.228 1.233 -1.220 -3.111
C -1.686 1.201 -1.093 -0.583 -0.092 0.515
O -2.106 1.590 -0.098 -0.060 0.882 1.362
H -0.990 -0.473 -4.064 -0.135 1.240 1.302
H 0.391 0.233 -3.013 -1.341 0.242 -0.202
Si 1.706 -0.246 2.325 -2.881 -0.855 -1.305
S -0.501 -0.608 2.475 0.661 0.948 0.363
H 1.884 0.635 3.415 0.805 0.964 0.665
H 2.079 -1.644 2.612 0.785 0.239 -0.264
H 1.726 0.268 0.884 0.848 -0.243 0.974
H -0.190 -1.759 1.946 -0.214 -1.071 -0.450